[1]
Entry from the OMol25 dataset: a cluster of 2 separate species, C3H10S2 in total (ωB97M-V/def2-TZVPD).

XYZ file:
```
15
Properties=species:S:1:pos:R:3:forces:R:3:lowdin_charge:R:1
C -1.341 4.714 1.967 -0.1 -1.4 0.9 -0.505
S -1.046 3.648 0.501 0.9 0.5 0.3 0.346
S 1.042 3.313 0.867 -1.8 -0.9 -0.2 0.296
H -2.038 5.383 1.472 -0.4 0.5 1.1 -0.005
H -1.707 4.139 2.956 0.6 1.4 -2.5 0.089
H -0.361 5.184 2.147 -0.7 0.1 0.1 -0.006
H 0.393 2.260 1.419 1.5 -0.2 0.3 -0.215
C 0.651 -3.747 -2.180 0.9 2.1 1.5 -0.168
C 0.599 -3.351 -0.627 0.7 -3.6 -1.8 -0.152
H 1.703 -3.919 -2.435 -0.3 -0.3 -0.1 0.056
H 0.033 -4.599 -2.384 -0.2 -0.3 -0.2 0.049
H 0.363 -2.862 -2.726 -0.4 0.0 -0.7 0.042
H 1.020 -4.377 -0.283 -0.2 2.3 0.8 0.084
H -0.426 -3.365 -0.323 -0.6 0.4 0.4 0.032
H 1.114 -2.421 -0.370 0.1 -0.6 0.0 0.056
```
Forces are in eV/Å.

**Strongest force on any atom**: 4.0 eV Å⁻¹
**HOMO level**: -9.011 eV
**SMILES**: CSS.CC
**Energy**: -916.607936 hartree
**Energy above the lowest of the compared OMol25 structures with the same formula, charge and spin**: 1.524 eV

=====

[2]
Entry from the OMol25 dataset: a structure of composition C25H41N13O6PS2 (ωB97M-V/def2-TZVPD).

XYZ file:
```
88
Properties=species:S:1:pos:R:3:forces:R:3:lowdin_charge:R:1
N 1.040 -2.888 1.204 0.8 0.6 -0.9 -0.150
P 2.360 -1.745 1.166 1.7 -1.0 0.3 0.765
O 2.551 -1.438 -0.459 -0.7 -0.2 0.7 -0.343
S 1.795 0.055 2.252 -1.6 2.4 1.9 0.339
O 1.612 -0.445 3.621 -0.5 -1.1 -0.9 -0.425
O 2.917 0.982 2.279 0.1 -0.6 -1.4 -0.389
N 0.358 0.750 1.815 1.2 -1.5 -1.5 -0.322
S 0.232 1.010 0.202 0.4 3.5 -0.1 0.488
O -0.679 2.130 0.018 -0.8 -0.9 0.3 -0.354
O 1.496 1.373 -0.434 0.2 -1.7 0.1 -0.377
C -0.530 -0.362 -0.700 -2.8 -1.4 1.0 -0.185
C -2.041 -0.607 -0.109 1.6 -0.6 2.7 -0.211
C -2.067 -1.380 1.285 -0.7 4.9 -1.7 -0.024
O -2.374 0.130 1.124 2.5 -2.4 -5.8 -0.288
H 1.089 -3.342 0.281 -0.3 0.1 0.1 0.019
H 1.355 -3.617 1.842 -0.2 0.2 0.0 0.001
H 3.439 -1.071 -0.549 -0.3 0.2 -0.1 0.030
H -0.660 -0.193 -1.782 0.6 0.5 0.5 0.082
H -0.077 -1.352 -0.529 0.4 0.7 -0.2 0.056
H -2.853 -0.839 -0.848 0.8 0.5 0.8 0.130
H -1.158 -1.240 1.888 -0.3 -1.4 -0.2 0.076
H -3.054 -1.655 1.677 1.0 -1.2 -0.2 0.075
C -2.978 4.270 0.745 -0.9 0.2 0.0 -0.080
C -3.851 5.035 1.656 0.1 0.8 1.6 -0.235
N -4.581 5.647 2.356 8.3 -2.0 1.7 0.003
H -3.489 4.076 -0.207 0.2 -0.1 0.0 0.068
H -2.067 4.832 0.548 0.0 -0.1 0.1 0.077
H -2.710 3.317 1.201 0.1 0.0 -0.1 0.066
C -8.800 5.806 1.511 0.4 -0.1 0.2 -0.062
C -7.329 5.806 1.625 -1.0 -0.1 0.4 -0.154
N -6.182 5.795 1.748 -7.3 1.1 -3.9 0.070
H -9.093 5.441 0.528 0.0 0.0 0.0 0.072
H -9.234 5.161 2.275 0.0 0.0 0.0 0.077
H -9.179 6.818 1.643 0.0 0.0 0.0 0.078
C -6.841 6.804 -2.103 -0.3 -0.2 -0.1 -0.075
C -7.686 6.368 -3.226 0.7 0.3 0.9 -0.287
N -8.341 6.030 -4.098 -0.5 -0.2 -0.6 0.113
H -6.866 6.061 -1.307 0.1 0.0 0.0 0.063
H -5.814 6.929 -2.440 0.0 0.0 0.0 0.085
H -7.204 7.753 -1.716 0.1 0.0 0.0 0.049
C -6.031 0.960 3.032 0.4 -0.1 -0.3 -0.070
C -4.658 0.484 2.789 -0.7 0.3 0.1 -0.175
N -3.582 0.122 2.599 -2.9 0.3 4.4 0.130
H -6.004 1.861 3.644 0.0 0.0 0.0 0.075
H -6.526 1.189 2.087 0.0 0.0 0.1 0.071
H -6.602 0.192 3.554 0.0 0.0 0.0 0.069
C 6.072 -2.850 -0.618 -0.3 -0.2 0.0 -0.043
C 4.925 -3.733 -0.355 0.9 0.7 -0.2 -0.282
N 4.032 -4.413 -0.151 -0.2 -0.6 0.5 0.148
H 6.403 -2.970 -1.649 0.0 0.0 0.0 0.080
H 5.785 -1.812 -0.455 0.0 0.0 0.0 0.080
H 6.892 -3.101 0.052 0.0 0.0 0.0 0.079
C 5.967 -5.715 2.793 0.3 -0.1 -0.2 -0.070
C 7.367 -6.055 2.494 -1.2 0.3 0.3 -0.256
N 8.453 -6.318 2.261 0.8 -0.2 -0.2 0.131
H 5.928 -4.849 3.450 0.0 -0.1 0.0 0.062
H 5.440 -5.487 1.866 0.0 0.0 0.0 0.049
H 5.476 -6.552 3.285 0.0 0.0 0.1 0.082
C 11.274 -5.217 0.814 0.4 -0.2 -0.1 -0.088
C 12.674 -5.558 0.515 -1.1 0.3 0.2 -0.289
N 13.760 -5.822 0.282 0.8 -0.2 -0.2 0.110
H 11.236 -4.349 1.470 0.0 0.0 0.0 0.079
H 10.743 -4.989 -0.109 0.0 0.0 0.0 0.076
H 10.784 -6.055 1.307 0.0 0.1 0.0 0.040
C -7.110 9.878 -5.056 0.1 0.0 0.3 -0.063
C -6.790 9.955 -3.623 -0.3 0.0 -1.2 -0.272
N -6.543 10.015 -2.510 0.1 0.1 0.7 0.139
H -8.085 9.413 -5.193 0.0 0.0 0.0 0.080
H -7.127 10.879 -5.485 0.0 0.0 0.0 0.078
H -6.357 9.283 -5.571 0.0 0.0 0.0 0.083
C 2.893 -3.400 4.115 0.3 -0.3 0.4 -0.088
C 3.696 -4.314 4.941 -0.6 0.5 -0.4 -0.280
N 4.321 -5.027 5.583 0.3 -0.3 0.2 0.117
H 2.827 -2.422 4.592 -0.1 0.0 -0.1 0.077
H 3.358 -3.284 3.137 0.0 0.1 0.0 0.017
H 1.888 -3.800 3.989 0.0 0.0 0.1 0.082
C 3.668 -5.978 -3.629 -0.2 0.2 0.2 -0.067
C 2.770 -5.213 -2.751 0.6 -0.7 -0.8 -0.292
N 2.078 -4.620 -2.067 -0.8 0.4 0.3 0.142
H 3.183 -6.159 -4.587 0.0 0.0 0.0 0.077
H 4.588 -5.419 -3.795 0.0 0.0 0.0 0.074
H 3.911 -6.933 -3.166 0.0 0.0 0.0 0.080
C 0.451 -1.087 -5.203 -0.2 -0.1 0.2 -0.067
C -0.629 -1.825 -4.531 0.7 0.4 -0.4 -0.287
N -1.470 -2.402 -4.015 -0.4 -0.3 0.2 0.130
H 0.353 -0.022 -4.999 0.0 0.0 0.0 0.083
H 1.416 -1.433 -4.837 0.0 0.0 0.0 0.078
H 0.397 -1.251 -6.278 0.0 0.0 0.0 0.075
```
Forces are in eV/Å.

**Strongest force on any atom**: 8.7 eV Å⁻¹
**HOMO level**: -5.227 eV
**Energy**: -3277.865945 hartree
**Net charge**: -1

=====

[3]
Entry from the OMol25 dataset: a cluster of 2 separate species, C3H7INO in total (ωB97M-V/def2-TZVPD).

XYZ file:
```
13
Properties=species:S:1:pos:R:3:forces:R:3:lowdin_charge:R:1
C -2.012 0.534 -0.340 2.5 -1.5 -0.4 -0.702
C 1.341 0.152 0.938 -1.9 -2.6 -2.2 0.048
C -0.207 -0.961 -0.613 -2.6 3.0 -0.8 0.015
N 0.672 0.149 -0.420 2.2 1.9 -0.8 -0.109
O -1.476 1.577 -0.390 -1.5 -0.4 0.3 0.001
I -3.837 -0.412 0.093 0.6 0.7 -0.2 0.980
H 1.486 -0.852 1.238 -0.1 -1.1 0.3 0.104
H 2.252 0.527 0.828 3.8 2.2 -0.3 0.066
H 0.735 0.646 1.575 -1.7 1.7 2.2 0.079
H -0.274 -1.375 -1.635 0.0 -0.1 1.2 0.113
H -0.363 -1.314 0.361 -0.5 -1.9 0.5 0.055
H 0.240 1.158 -0.522 -0.1 -1.8 0.0 0.165
H 1.442 0.170 -1.112 -0.5 -0.2 0.2 0.185
```
Forces are in eV/Å.

**Strongest force on any atom**: 4.4 eV Å⁻¹
**HOMO level (spin up / spin down)**: -12.990 / -12.982 eV
**Energy**: -545.814533 hartree
**Energy above the lowest of the compared OMol25 structures with the same formula, charge and spin**: 3.028 eV
**Net charge**: +1

=====

[4]
Entry from the OMol25 dataset: a structure of composition C47H33F7GeN5O7S2Tc (ωB97M-V/def2-TZVPD).

XYZ file:
```
103
Properties=species:S:1:pos:R:3:forces:R:3:lowdin_charge:R:1
Tc -0.366 -0.158 0.122 -4.8 -0.9 1.2 1.529
C 5.102 1.664 4.936 -0.1 -0.1 0.0 -0.033
C 3.992 0.760 5.468 0.4 0.1 0.3 -0.295
C 3.553 1.261 6.839 -0.2 -0.2 0.0 -0.144
C 2.327 0.507 7.332 0.1 0.1 -0.1 -0.122
C 1.215 0.694 6.342 0.0 0.0 0.2 -0.134
C -0.098 0.755 6.740 0.1 0.0 -0.1 0.067
C -1.111 0.892 5.790 0.1 0.0 -0.2 -0.247
F -2.380 0.961 6.221 0.0 0.0 0.0 0.079
C -0.838 0.938 4.456 -0.2 0.0 0.1 0.079
C 0.496 0.870 4.029 0.0 0.1 -0.1 -0.026
C 0.776 0.788 2.611 0.8 -0.1 0.4 -0.246
O -0.221 0.862 1.809 -0.4 0.3 0.0 -0.219
C 2.113 0.532 2.259 -0.5 -0.2 -0.6 -0.003
C 3.078 0.528 3.231 0.0 0.1 0.1 0.055
N 2.844 0.713 4.534 0.0 -0.1 -0.3 0.048
C 1.536 0.785 4.972 -0.5 0.0 -0.1 -0.058
C 2.571 0.154 0.844 0.4 0.1 0.8 -0.580
O 3.753 -0.109 0.698 -0.1 0.1 -0.1 0.067
O 1.667 0.137 -0.051 0.2 0.1 -0.4 -0.169
H 5.827 1.823 5.732 0.0 0.0 0.0 0.087
H 4.699 2.634 4.647 0.0 0.0 0.0 0.102
H 5.631 1.235 4.088 0.0 0.0 0.0 0.080
H 4.369 -0.264 5.564 -0.1 0.0 0.0 0.160
H 3.319 2.327 6.775 0.1 0.0 0.0 0.137
H 4.383 1.133 7.533 0.1 0.1 -0.1 0.126
H 2.023 0.858 8.317 0.0 0.0 0.0 0.123
H 2.562 -0.559 7.411 0.0 0.0 0.1 0.133
H -0.362 0.682 7.786 0.0 0.0 0.0 0.135
H -1.621 0.991 3.714 -0.1 0.0 0.0 0.121
H 4.093 0.337 2.912 0.0 0.1 0.0 0.144
O 1.556 5.602 0.928 0.0 -0.1 -0.2 -0.286
S 0.206 5.163 1.121 0.0 0.2 0.1 0.647
O -0.380 5.433 2.404 -0.4 -0.2 -0.2 -0.305
N 0.101 3.536 0.745 0.1 0.5 0.1 -0.049
C -0.487 3.391 -0.393 0.3 -0.4 0.4 -0.730
S -0.630 1.926 -1.264 -0.3 -0.3 0.4 0.784
C -1.061 4.606 -1.023 -0.3 0.3 -0.1 -0.238
C -1.825 4.696 -2.176 0.1 0.0 0.1 -0.023
C -2.337 5.940 -2.522 0.0 0.0 -0.1 -0.058
C -2.084 7.059 -1.738 0.0 0.0 0.0 -0.064
C -1.316 6.963 -0.582 0.1 0.2 0.1 -0.032
C -0.818 5.726 -0.244 0.2 -0.6 0.1 -0.205
H -2.015 3.817 -2.778 0.0 0.0 0.0 0.082
H -2.941 6.037 -3.414 0.0 0.0 0.0 0.108
H -2.484 8.020 -2.033 0.0 0.0 0.0 0.107
H -1.113 7.831 0.029 0.0 0.0 0.0 0.121
C 0.744 -3.606 2.607 -0.1 0.2 -0.1 0.035
C -0.263 -2.929 1.669 -0.4 -0.3 0.0 -0.425
O 0.188 -1.667 1.383 0.0 0.8 -1.0 -0.226
C -0.388 -3.765 0.371 0.1 -0.1 -0.2 -0.556
F -1.344 -3.303 -0.456 0.1 0.0 0.0 0.122
F -0.677 -5.055 0.615 0.0 0.1 0.1 0.161
F 0.762 -3.733 -0.311 0.0 0.0 0.1 0.171
C -1.639 -2.897 2.390 0.0 -0.1 0.2 -0.540
F -1.957 -4.091 2.921 0.1 0.1 -0.1 0.159
F -2.670 -2.545 1.603 0.2 0.0 0.0 0.126
F -1.597 -2.013 3.401 0.0 0.0 0.0 0.152
H 1.728 -3.524 2.150 0.0 -0.1 0.0 0.105
H 0.489 -4.647 2.786 0.0 0.0 0.1 0.096
H 0.749 -3.052 3.544 0.0 -0.1 0.0 0.097
O -0.188 -0.926 -1.550 0.8 0.5 -0.7 -0.327
N -0.565 -1.509 -2.608 -0.5 -1.6 -0.5 0.075
C -1.050 -1.003 -3.682 0.2 0.6 0.6 -0.253
C -1.353 0.368 -3.978 -0.1 0.3 0.1 -0.185
N -1.656 1.431 -4.287 0.0 0.0 -0.1 0.200
C -1.352 -1.915 -4.744 0.0 -0.3 -0.1 -0.159
N -1.608 -2.601 -5.628 0.0 0.0 0.0 0.198
C -2.180 -0.244 0.183 4.7 0.4 -0.1 -0.164
Ge -4.091 0.050 -0.039 -1.1 0.2 -0.1 0.970
C -4.412 -0.765 -1.800 0.1 0.2 0.4 -0.283
C -4.076 -2.113 -1.925 0.0 0.1 0.1 -0.121
C -4.302 -2.786 -3.114 0.0 -0.1 0.0 -0.080
C -4.885 -2.121 -4.185 0.0 0.0 0.0 -0.084
C -5.212 -0.779 -4.071 0.0 0.0 -0.1 -0.077
C -4.968 -0.100 -2.886 0.1 0.1 0.0 -0.101
C -5.086 -0.943 1.337 0.3 0.2 -0.3 -0.280
C -4.720 -0.855 2.676 -0.1 0.1 0.0 -0.119
C -5.416 -1.572 3.635 0.0 0.0 0.1 -0.076
C -6.483 -2.379 3.264 0.0 0.0 0.0 -0.081
C -6.866 -2.454 1.934 0.0 0.0 0.1 -0.079
C -6.170 -1.734 0.974 0.1 0.0 -0.1 -0.101
C -4.373 1.975 0.244 0.1 -0.6 -0.2 -0.268
C -5.393 2.653 -0.415 0.0 -0.1 0.0 -0.104
C -5.706 3.957 -0.064 -0.1 0.0 0.0 -0.080
C -5.028 4.572 0.975 0.0 0.1 0.0 -0.076
C -4.007 3.902 1.634 0.1 0.1 -0.1 -0.065
C -3.666 2.613 1.257 0.1 0.0 0.0 -0.108
H -3.630 -2.631 -1.083 0.0 -0.1 0.0 0.092
H -4.023 -3.827 -3.207 0.0 0.0 0.0 0.111
H -5.071 -2.648 -5.111 0.0 0.0 0.0 0.107
H -5.657 -0.253 -4.906 0.0 0.0 0.0 0.107
H -5.200 0.955 -2.814 0.0 0.0 -0.1 0.087
H -3.880 -0.234 2.969 0.0 0.0 0.1 0.093
H -5.129 -1.511 4.677 0.1 0.0 0.0 0.106
H -7.007 -2.952 4.016 0.0 0.0 0.0 0.103
H -7.701 -3.079 1.646 0.0 0.0 0.0 0.104
H -6.459 -1.796 -0.069 0.0 -0.1 0.0 0.099
H -5.957 2.156 -1.193 -0.1 0.1 0.0 0.087
H -6.490 4.483 -0.594 0.0 0.0 0.0 0.105
H -5.293 5.577 1.274 0.0 0.0 0.0 0.106
H -3.463 4.391 2.428 0.1 0.1 0.1 0.108
H -2.839 2.105 1.746 0.0 0.1 0.1 0.087
```
Forces are in eV/Å.

**Strongest force on any atom**: 5.0 eV Å⁻¹
**HOMO level (spin up / spin down)**: -8.757 / -8.757 eV
**Energy**: -6264.361791 hartree

=====

[5]
Entry from the OMol25 dataset: a cluster of 2 separate species, C8H8NO2 in total (ωB97M-V/def2-TZVPD).

XYZ file:
```
19
Properties=species:S:1:pos:R:3:forces:R:3:lowdin_charge:R:1
C 2.164 -1.807 -0.098 -0.1 0.4 0.5 -0.122
C 2.225 -0.434 -0.561 2.3 -3.1 0.4 -0.175
C 0.888 -2.199 0.422 2.0 0.1 -1.1 -0.133
C 1.143 0.329 -0.624 -1.6 4.0 -0.3 -0.126
C -0.214 -1.385 0.380 2.3 1.7 -0.9 -0.075
C -0.160 -0.056 -0.145 -0.3 -0.2 -0.2 -0.247
C -1.264 0.748 -0.438 0.4 -1.6 -0.6 0.071
C -2.037 1.857 0.004 3.1 -0.1 1.3 -0.134
N -3.540 -0.689 -0.081 0.8 2.7 1.2 -0.313
O -4.295 0.247 0.454 0.5 -3.0 -1.4 -0.228
O -3.957 -1.708 -0.589 -1.1 0.5 0.4 -0.115
H 3.071 -2.496 -0.043 -1.4 1.2 -0.2 0.084
H 3.153 0.043 -0.921 -0.3 -0.7 0.2 0.092
H 0.727 -3.197 0.819 0.2 0.0 0.0 0.088
H 1.346 1.407 -1.019 -0.9 -1.9 0.7 0.128
H -1.060 -1.775 0.757 -3.1 -0.9 1.1 0.051
H -2.292 2.420 -0.804 -1.6 1.5 -2.3 0.036
H -1.511 2.536 0.669 0.4 0.1 0.7 0.080
H -2.862 1.468 0.537 -1.7 -0.8 0.6 0.038
```
Forces are in eV/Å.

**Strongest force on any atom**: 4.3 eV Å⁻¹
**HOMO level**: -3.029 eV
**Energy**: -514.678242 hartree
**Energy above the lowest of the compared OMol25 structures with the same formula, charge and spin**: 6.249 eV
**Net charge**: -1

=====

[6]
Entry from the OMol25 dataset: the molecule C3H2ClNO (ωB97M-V/def2-TZVPD).

XYZ file:
```
8
Properties=species:S:1:pos:R:3:forces:R:3:lowdin_charge:R:1
O -0.209 2.415 -3.115 -0.2 -0.6 1.5 0.131
C 0.301 1.900 -2.185 2.2 0.9 -2.5 -0.601
Cl 2.194 1.530 -2.271 -0.7 0.2 -0.2 0.531
C 0.105 1.370 -0.913 -0.5 1.0 8.2 -0.281
N 0.017 1.698 0.463 -0.5 -1.8 -6.9 0.184
C 0.144 0.250 0.055 2.1 0.8 0.7 -0.144
H -0.683 -0.355 -0.097 -1.8 -1.2 0.6 0.060
H 1.023 -0.286 0.535 -0.7 0.8 -1.3 0.119
```
Forces are in eV/Å.

**Strongest force on any atom**: 8.3 eV Å⁻¹
**HOMO level**: -10.554 eV
**SMILES**: O=C(Cl)C1=NC1
**Energy**: -705.572950 hartree
**Energy above the lowest of the compared OMol25 structures with the same formula, charge and spin**: 3.025 eV